{"formula": "C24H57MnO13", "method": "the ωB97M-V functional and the def2-TZVPD basis", "species": ["Mn", "O", "H", "C", "O", "C", "C", "O", "C", "C", "O", "C", "H", "H", "H", "H", "H", "H", "H", "H", "H", "H", "H", "H", "H", "H", "C", "O", "C", "C", "O", "C", "C", "O", "C", "H", "H", "H", "H", "H", "H", "H", "H", "H", "H", "H", "H", "H", "H", "C", "O", "C", "C", "O", "C", "C", "O", "C", "H", "H", "H", "H", "H", "H", "H", "H", "H", "H", "H", "H", "H", "H", "C", "O", "C", "C", "O", "C", "C", "O", "C", "H", "H", "H", "H", "H", "H", "H", "H", "H", "H", "H", "H", "H", "H"], "coordinates": [[-2.76, -0.54, -3.38], [-1.50, -0.06, -2.01], [-0.96, -0.32, -1.27], [3.15, 1.38, -4.09], [3.01, 1.58, -2.71], [1.66, 1.58, -2.32], [1.53, 1.85, -0.83], [2.23, 2.99, -0.48], [1.84, 3.58, 0.74], [1.75, 2.66, 1.94], [3.01, 2.10, 2.24], [2.94, 1.30, 3.41], [4.21, 1.38, -4.34], [2.67, 2.18, -4.67], [2.72, 0.41, -4.39], [1.20, 0.61, -2.58], [1.07, 2.35, -2.84], [1.84, 0.96, -0.27], [0.45, 2.01, -0.66], [0.84, 4.02, 0.61], [2.53, 4.40, 0.92], [1.02, 1.86, 1.76], [1.39, 3.26, 2.78], [3.92, 0.84, 3.55], [2.21, 0.50, 3.27], [2.77, 1.87, 4.33], [0.53, -5.05, -4.70], [0.23, -5.31, -3.35], [-0.22, -4.21, -2.62], [0.68, -2.99, -2.59], [1.80, -3.11, -1.75], [2.37, -1.83, -1.59], [3.60, -1.86, -0.70], [3.40, -2.38, 0.60], [2.45, -1.67, 1.35], [0.41, -5.98, -5.26], [1.55, -4.68, -4.82], [-0.18, -4.33, -5.13], [-0.40, -4.53, -1.59], [-1.22, -3.92, -3.00], [0.02, -2.18, -2.22], [1.05, -2.66, -3.57], [1.63, -1.13, -1.18], [2.63, -1.40, -2.57], [3.94, -0.82, -0.59], [4.37, -2.47, -1.17], [2.76, -0.61, 1.41], [2.41, -2.09, 2.35], [1.43, -1.70, 0.95], [-1.47, 1.34, -5.66], [-2.13, 1.21, -4.40], [-2.77, 2.40, -3.95], [-3.39, 2.22, -2.58], [-4.22, 1.05, -2.59], [-4.89, 0.80, -1.34], [-6.01, 1.77, -1.05], [-5.48, 2.97, -0.58], [-6.47, 3.94, -0.29], [-0.86, 0.46, -5.84], [-0.78, 2.19, -5.64], [-2.19, 1.48, -6.47], [-3.52, 2.73, -4.67], [-2.03, 3.21, -3.89], [-3.96, 3.13, -2.38], [-2.61, 2.10, -1.83], [-4.15, 0.78, -0.53], [-5.27, -0.22, -1.39], [-6.69, 1.29, -0.33], [-6.58, 1.88, -1.98], [-7.30, 3.51, 0.29], [-6.84, 4.43, -1.19], [-6.02, 4.69, 0.36], [3.56, -1.98, 7.85], [2.40, -1.55, 7.20], [2.18, -2.17, 5.97], [0.77, -1.88, 5.50], [0.66, -0.51, 5.18], [-0.66, -0.07, 4.94], [-1.21, -0.56, 3.61], [-0.36, -0.07, 2.59], [-0.82, -0.28, 1.30], [3.51, -1.65, 8.89], [4.47, -1.53, 7.43], [3.69, -3.06, 7.84], [2.28, -3.26, 6.02], [2.85, -1.78, 5.19], [0.08, -2.11, 6.33], [0.50, -2.54, 4.67], [-0.64, 1.02, 4.90], [-1.30, -0.43, 5.75], [-2.22, -0.16, 3.44], [-1.28, -1.65, 3.59], [-1.76, 0.25, 1.07], [-0.96, -1.35, 1.06], [-0.08, 0.13, 0.61]], "lowdin_charge": [1.19, -0.36, -0.05, -0.11, -0.16, -0.23, -0.22, -0.10, -0.17, -0.22, -0.17, -0.11, 0.09, 0.09, 0.08, 0.10, 0.13, 0.11, 0.12, 0.13, 0.13, 0.10, 0.13, 0.10, 0.06, 0.10, -0.10, -0.16, -0.21, -0.22, -0.09, -0.22, -0.17, -0.15, -0.10, 0.09, 0.09, 0.08, 0.14, 0.11, 0.09, 0.12, 0.09, 0.12, 0.13, 0.14, 0.08, 0.09, 0.07, -0.04, -0.30, -0.15, -0.17, -0.21, -0.15, -0.22, -0.19, -0.08, 0.10, 0.11, 0.11, 0.15, 0.15, 0.14, 0.13, 0.13, 0.13, 0.14, 0.14, 0.09, 0.09, 0.10, -0.11, -0.16, -0.22, -0.20, -0.13, -0.18, -0.19, -0.19, -0.15, 0.09, 0.09, 0.09, 0.13, 0.13, 0.14, 0.12, 0.13, 0.13, 0.13, 0.12, 0.09, 0.10, 0.05], "homo_ev": [-11.115, -11.115], "max_force_ha_per_bohr": 0.04588, "s_squared": 8.75, "multiplicity": 6, "e_tot_ev": -83737.0681, "mol_weight_g_mol": 608.65, "lumo_energy_ha": [-0.18703, -0.18956], "total_charge": 1}